C36H65N8O6 | ωB97M-V/def2-TZVPD

The geometry in XYZ format:
```
115
Properties=species:S:1:pos:R:3
C -0.9746 -4.4559 -3.4766
C -2.1354 -3.6350 -4.0458
C -2.0667 -2.1399 -3.7651
C -1.0349 -1.3814 -4.5584
N 0.3539 -1.3686 -3.9652
C 0.6957 -0.1486 -3.3509
C 1.2044 0.9114 -4.0926
C 1.5360 2.1409 -3.5022
N 2.0900 3.2391 -4.1760
C 3.4115 2.9654 -4.7615
C 4.4831 2.8161 -3.6922
C 5.2045 1.4868 -3.7765
N 1.3069 2.3060 -2.1696
C 1.5917 3.5822 -1.5340
C 2.5786 3.6308 -0.5559
C 2.8169 4.8793 0.0303
N 2.1631 5.9959 -0.2979
C 1.2297 5.9217 -1.2481
C 0.9010 4.7216 -1.8980
C 0.7996 1.2806 -1.4111
C 0.4620 1.5470 0.0088
O 1.5183 1.2699 0.8726
C 1.1148 1.1212 2.2335
C 1.9867 1.9932 3.0715
C 3.4724 1.7221 2.8396
C 0.5295 0.0221 -1.9629
C 0.0803 -1.1061 -1.0873
C 1.1228 -1.5285 -0.0723
C 2.4976 -1.3018 -0.3546
O 1.9150 -2.6167 -0.3845
H -1.3333 -5.1245 -2.7124
H -0.4882 -5.0435 -4.2375
H -0.2410 -3.8186 -3.0108
H -2.1670 -3.7471 -5.1193
H -3.0567 -3.9814 -3.6112
H -3.0242 -1.7074 -4.0215
H -1.9442 -1.9707 -2.7061
H -1.3798 -0.3594 -4.6638
H -0.9648 -1.7744 -5.5592
H 0.9787 -1.4612 -4.7570
H 1.3537 0.7879 -5.1467
H 1.4470 3.5422 -4.8920
H 3.4057 2.0957 -5.4095
H 3.6383 3.8080 -5.3921
H 4.0386 2.9401 -2.7170
H 5.2117 3.5954 -3.8411
H 5.5832 1.3418 -4.7774
H 4.5125 0.6725 -3.5962
H 6.0097 1.4154 -3.0665
H 3.1316 2.7643 -0.2612
H 3.5711 4.9596 0.7881
H 0.7248 6.8280 -1.5113
H 0.1434 4.7013 -2.6534
H 0.1383 2.5768 0.1246
H -0.4027 0.9233 0.1792
H 0.0890 1.4397 2.3684
H 1.1821 0.0818 2.5394
H 1.6989 1.8643 4.1012
H 1.7374 3.0078 2.7954
H 3.9451 1.3463 3.7334
H 3.9914 2.6174 2.5439
H 3.6179 0.9863 2.0651
H -0.0733 -1.9851 -1.6863
H -0.8281 -0.8254 -0.5731
H 0.8390 -1.4430 0.9650
H 3.1792 -1.1656 0.4622
H 2.8314 -1.1073 -1.3570
C 0.9129 -3.9715 2.8029
O 0.6277 -3.3538 3.8177
N 0.6289 -5.2645 2.5905
C 0.9792 -5.9253 1.3450
C -0.0307 -6.0257 3.6436
H 1.4511 -3.4972 1.9655
H 0.0858 -6.3085 0.8495
H 1.6620 -6.7563 1.5288
H 1.4649 -5.2103 0.6842
H -0.9914 -5.5926 3.9005
H 0.5782 -6.0314 4.5473
H -0.1762 -7.0455 3.2998
C -3.1325 1.5146 -0.4510
O -3.0210 0.8442 -1.4676
N -3.6148 2.7583 -0.3904
C -3.6927 3.4942 0.8621
C -4.0751 3.3852 -1.6211
H -2.8029 1.1283 0.5304
H -4.7259 3.7611 1.0856
H -3.1015 4.4092 0.8074
H -3.3044 2.8819 1.6735
H -4.8802 2.8049 -2.0696
H -3.2641 3.4460 -2.3472
H -4.4329 4.3847 -1.3935
C -1.5436 2.0394 5.6032
O -1.0571 2.2718 4.5063
N -1.1148 1.0972 6.4508
C -1.7492 0.8785 7.7388
C 0.0170 0.2623 6.0760
H -2.4078 2.6038 5.9887
H -1.0368 1.0316 8.5501
H -2.1410 -0.1370 7.8073
H -2.5714 1.5789 7.8614
H 0.9028 0.8737 5.9096
H -0.1933 -0.2906 5.1598
H 0.2159 -0.4418 6.8776
C -3.1907 -2.9449 -0.5251
O -2.8078 -3.9609 -1.0748
N -3.5138 -2.8572 0.7783
C -3.9256 -1.5997 1.3586
C -3.4265 -4.0470 1.5966
H -3.2887 -1.9807 -1.0574
H -3.2281 -1.2963 2.1443
H -4.9309 -1.6473 1.7804
H -3.8992 -0.8621 0.5587
H -2.4113 -4.4274 1.5820
H -4.0856 -4.8272 1.2148
H -3.7072 -3.7990 2.6163
```

Output
HOMO-LUMO gap: 7.72 eV
strongest force on any atom: 1.8 eV/Å
calculated total energy: -2299.95168 hartree
E_HOMO: -10.93 eV
net charge: +1

Results of the Löwdin charge analysis, in e, for atoms 1 through 2:
1 C -0.090
2 C -0.238